Arrangement w

Molecular formula: C3H13N2O
Method: DFT, ωB97M-V/def2-TZVPD

For the HOMO energy (spin up / spin down), the calculation gives -20.19 / -20.19 eV. For the HOMO-LUMO gap (spin up / spin down), the calculation gives 13.1 / 8.1 eV. The spin multiplicity is 2. As for the total charge: +2.

Last column: natural (NBO) charge in e.
Atoms and positions in Å:
N: -1.04 1.32 -0.05  -0.707
C: -0.61 0.81 1.31  -0.242
C: 0.83 0.25 1.38  -0.314
N: 1.18 -0.76 0.41  -0.094
C: 0.43 -1.99 0.23  -0.477
H: -0.77 0.78 -0.91  0.477
H: -0.68 2.26 -0.22  0.452
H: -2.06 1.41 -0.08  0.463
H: -1.33 0.06 1.64  0.252
H: -0.71 1.65 1.98  0.277
H: 0.92 -0.23 2.37  0.314
H: 1.55 1.07 1.36  0.273
H: 2.19 -0.83 0.25  0.442
H: -0.62 -1.77 0.06  0.251
H: 0.79 -2.50 -0.66  0.279
H: 0.56 -2.55 1.16  0.305
H: -0.95 0.49 -3.36  0.529
H: 0.33 -0.14 -2.84  0.504
O: -0.50 0.25 -2.54  -0.984

***

Arrangement x

Molecular formula: C3H13N2O
Method: DFT, ωB97M-V/def2-TZVPD

For the HOMO energy (spin up / spin down), the calculation gives -19.25 / -19.25 eV. For the HOMO-LUMO gap (spin up / spin down), the calculation gives 11.6 / 6.4 eV. The spin multiplicity is 2. As for the total charge: +2.

Last column: natural (NBO) charge in e.
Atoms and positions in Å:
N: 0.11 0.35 0.93  -0.687
C: 0.58 0.67 -0.52  -0.281
C: -0.60 0.38 -1.36  -0.317
N: -1.33 -0.85 -0.89  -0.148
C: -0.65 -2.10 -1.16  -0.468
H: -0.83 0.82 1.06  0.442
H: 0.69 0.63 1.69  0.493
H: -0.18 -0.70 0.95  0.434
H: 1.54 0.11 -0.80  0.282
H: 0.93 1.75 -0.70  0.319
H: -0.52 0.40 -2.54  0.349
H: -1.38 1.16 -1.09  0.254
H: -2.35 -0.99 -1.08  0.461
H: 0.20 -2.09 -0.27  0.246
H: -1.18 -3.00 -1.13  0.283
H: -0.19 -2.06 -2.17  0.308
H: 1.05 1.50 3.28  0.477
H: 2.37 2.29 3.17  0.548
O: 1.72 1.73 2.61  -0.995

***

Energy ordering: arrangement w at the bottom, the next structure 215.2 kJ/mol above.

***

Arrangement w

Molecular formula: C21H24FNO4
Method: DFT, ωB97M-V/def2-TZVPD

The SMILES is COc1ccc(CNC(=O)/C=C/c2ccc(OCCCF)cc2)cc1OC. For the HOMO energy, the calculation gives -8.02 eV. For the HOMO-LUMO gap, the calculation gives 8.5 eV. The spin multiplicity is 1. As for the total charge: 0.

Last column: natural (NBO) charge in e.
Atoms and positions in Å:
C: -5.90 -5.42 3.42  -0.250
O: -4.59 -5.06 3.04  -0.523
C: -4.26 -3.73 2.98  0.279
C: -5.18 -2.71 3.21  -0.298
C: -4.83 -1.37 3.11  -0.217
C: -3.53 -1.02 2.78  -0.039
C: -2.61 -2.03 2.56  -0.240
C: -2.94 -3.37 2.65  0.257
O: -1.90 -4.22 2.37  -0.497
C: -1.99 -5.60 2.63  -0.239
H: -0.99 -5.99 2.43  0.187
H: -2.71 -6.09 1.97  0.183
H: -2.26 -5.80 3.67  0.179
H: -1.59 -1.79 2.31  0.229
C: -3.12 0.43 2.66  -0.248
N: -2.24 0.66 1.55  -0.600
C: -1.00 1.21 1.69  0.637
O: -0.60 1.61 2.77  -0.639
C: -0.23 1.28 0.44  -0.317
C: 0.98 1.86 0.43  -0.094
C: 1.87 2.03 -0.69  -0.140
C: 3.04 2.78 -0.52  -0.139
C: 3.93 2.98 -1.56  -0.338
C: 3.67 2.43 -2.82  0.403
C: 2.51 1.67 -2.99  -0.279
C: 1.63 1.48 -1.96  -0.147
H: 0.74 0.88 -2.12  0.209
H: 2.32 1.25 -3.97  0.227
O: 4.46 2.56 -3.91  -0.509
C: 5.62 3.36 -3.83  -0.065
C: 6.27 3.38 -5.21  -0.456
C: 5.46 4.15 -6.24  0.062
F: 4.35 3.44 -6.63  -0.363
H: 5.10 5.10 -5.85  0.157
H: 6.05 4.32 -7.15  0.163
H: 7.25 3.85 -5.13  0.218
H: 6.40 2.36 -5.55  0.226
H: 6.32 2.94 -3.10  0.179
H: 5.36 4.38 -3.52  0.172
H: 4.81 3.57 -1.39  0.219
H: 3.25 3.21 0.44  0.213
H: 1.32 2.26 1.38  0.227
H: -0.68 0.86 -0.44  0.191
H: -2.52 0.29 0.65  0.393
H: -4.02 1.06 2.57  0.195
H: -2.57 0.74 3.55  0.251
H: -5.57 -0.61 3.29  0.209
H: -6.20 -2.95 3.47  0.218
H: -6.64 -5.06 2.70  0.176
H: -5.91 -6.51 3.44  0.199
H: -6.14 -5.04 4.42  0.177

***

Arrangement x

Molecular formula: C21H24FNO4
Method: DFT, ωB97M-V/def2-TZVPD

The SMILES is COC[C@@H](C)n1c(C)cc(C(=O)COC(=O)/C=C/c2cccc(F)c2)c1C. For the HOMO energy, the calculation gives -8.02 eV. For the HOMO-LUMO gap, the calculation gives 7.8 eV. The spin multiplicity is 1. As for the total charge: 0.

Last column: natural (NBO) charge in e.
Atoms and positions in Å:
C: -4.97 -3.23 1.27  -0.251
H: -4.96 -3.59 2.29  0.201
O: -4.75 -1.84 1.35  -0.535
C: -4.78 -1.17 0.11  -0.066
C: -3.44 -1.25 -0.65  -0.067
N: -2.52 -0.22 -0.19  -0.335
C: -2.55 1.11 -0.46  0.247
C: -1.50 1.72 0.23  -0.267
C: -0.85 0.69 0.96  -0.268
C: -1.50 -0.48 0.70  0.153
C: -1.21 -1.83 1.26  -0.651
H: -0.39 -1.75 1.95  0.236
H: -2.08 -2.21 1.80  0.225
H: -0.94 -2.54 0.48  0.210
H: -0.02 0.80 1.63  0.230
C: -1.18 3.12 0.22  0.563
O: -1.88 4.00 -0.24  -0.565
C: 0.16 3.50 0.87  -0.178
H: 0.15 3.25 1.94  0.228
H: 0.31 4.58 0.75  0.210
O: 1.24 2.82 0.24  -0.495
C: 2.11 2.16 1.01  0.765
O: 2.04 2.09 2.21  -0.612
C: 3.16 1.54 0.18  -0.303
C: 4.16 0.86 0.75  -0.100
C: 5.27 0.20 0.09  -0.078
C: 6.22 -0.45 0.87  -0.254
C: 7.29 -1.07 0.27  0.404
C: 7.45 -1.09 -1.11  -0.274
C: 6.50 -0.45 -1.89  -0.188
C: 5.42 0.18 -1.30  -0.189
H: 4.69 0.68 -1.93  0.213
H: 6.60 -0.45 -2.96  0.219
H: 8.30 -1.59 -1.55  0.232
F: 8.21 -1.69 1.04  -0.322
H: 6.14 -0.46 1.95  0.231
H: 4.14 0.79 1.83  0.226
H: 3.06 1.70 -0.88  0.217
C: -3.52 1.78 -1.37  -0.673
H: -4.54 1.44 -1.21  0.209
H: -3.46 2.85 -1.19  0.277
H: -3.25 1.61 -2.42  0.221
C: -3.63 -1.24 -2.17  -0.617
H: -2.68 -1.07 -2.67  0.224
H: -4.33 -0.47 -2.49  0.214
H: -4.02 -2.20 -2.49  0.218
H: -2.97 -2.20 -0.39  0.221
H: -5.59 -1.58 -0.52  0.168
H: -5.01 -0.13 0.35  0.202
H: -5.94 -3.45 0.81  0.169
H: -4.19 -3.74 0.70  0.159

***

Energy ordering: arrangement x at the bottom, the next structure 61.8 kJ/mol above.